# 1
C27H27Cl2O4PPdSTe | ωB97M-V with the def2-TZVPD basis set

## Properties
- energy (eV) = -92551.59575
- orbital gap (spin up / spin down) (eV) = 8.986 / 6.168
- lowest unoccupied orbital energy (spin up / spin down) (eV) = -5.13 / -8.84
- relative energy (zero: lowest compared OMol25 entry of this formula, charge and spin) (kcal per mole) = 19.4

Geometry as ORCA input:
```
! RIJCOSX wB97M-V def2-TZVPD def2/J DEFGRID3
* xyz 2 5
Pd 0.4983 -1.2608 1.4526
Cl -1.3627 -1.2637 3.3212
C -0.7079 -2.5996 4.3784
Cl 0.3589 -3.6854 3.5278
H -1.5931 -3.1230 4.7218
H -0.1837 -2.0960 5.1818
O -0.5997 -2.8412 0.1695
S 0.6627 -3.4289 -0.3873
O 0.8623 -4.8171 -0.1953
O 1.7268 -2.5129 0.1501
C 0.6087 -3.0607 -2.1095
C 1.0840 -3.9807 -3.0179
C 1.1584 -3.6207 -4.3640
C 0.7924 -2.3508 -4.7704
C 0.3186 -1.4250 -3.8449
C 0.1958 -1.7896 -2.5067
P -0.5303 -0.6507 -1.3333
C 0.2160 0.9479 -1.4770
C 1.6178 1.0507 -1.4624
C 2.2131 2.2967 -1.4968
C 1.4238 3.4436 -1.5400
C 0.0380 3.3508 -1.5496
C -0.5724 2.1075 -1.5068
C -2.3060 -0.6010 -1.4127
C -2.9647 -0.8073 -2.6268
C -4.3471 -0.7511 -2.6728
C -5.0734 -0.5171 -1.5131
C -4.4226 -0.3479 -0.2973
C -3.0411 -0.3957 -0.2451
H 1.3965 -4.9592 -2.6831
H 1.5177 -4.3368 -5.0894
H 0.8691 -2.0687 -5.8115
H 0.0362 -0.4330 -4.1755
H 2.2279 0.1535 -1.4361
H 3.2913 2.3830 -1.5024
H 1.8954 4.4166 -1.5787
H -0.5654 4.2465 -1.5979
H -1.6510 2.0296 -1.5151
H -2.4098 -1.0090 -3.5337
H -4.8592 -0.8993 -3.6132
H -6.1538 -0.4866 -1.5503
H -4.9918 -0.2015 0.6104
H -2.5425 -0.3217 0.7155
Te 1.3044 1.2279 2.1535
C -0.0955 2.7191 2.0533
C 0.3701 4.0087 2.3607
C -0.5108 5.0756 2.3257
C -1.8447 4.8639 1.9984
C -2.3110 3.5859 1.7015
C -1.4410 2.5135 1.7238
H 1.4049 4.1859 2.6255
H -0.1601 6.0705 2.5615
H -2.5301 5.7003 1.9825
H -3.3530 3.4313 1.4575
H -1.8031 1.5196 1.4888
C 4.8801 -0.5277 2.6903
C 3.6583 -1.1034 3.3617
O 2.6356 -1.4509 2.4010
H 5.6445 -0.3060 3.4351
H 4.6497 0.3942 2.1538
H 5.3132 -1.2391 1.9854
H 3.1878 -0.3874 4.0393
H 3.8932 -1.9960 3.9458
H 2.9764 -2.0695 1.7422
*
```



# 2
C6H11N | ωB97M-V with the def2-TZVPD basis set

## Properties
- energy (eV) = -7888.39987
- orbital gap (eV) = 9.759
- lowest unoccupied orbital energy (eV) = 1.16
- relative energy (zero: lowest compared OMol25 entry of this formula, charge and spin) (kcal per mole) = 49.2

Geometry as ORCA input:
```
! RIJCOSX wB97M-V def2-TZVPD def2/J DEFGRID3
* xyz 0 1
C -1.9863 -0.7961 0.5235
C -0.8305 -0.4259 -0.0416
C 0.3463 0.3386 0.4385
C 1.1687 -0.1982 1.3514
C 2.4512 0.4877 1.8200
N -0.7101 -0.6489 -1.4691
C -1.0035 0.5329 -2.3043
H -2.2377 -0.9856 1.5544
H -2.7519 -1.0999 -0.1828
H 0.8600 1.0867 -0.1530
H 0.8771 -1.0708 1.9281
H 2.4256 1.5717 1.8392
H 2.6646 0.1241 2.8155
H 3.2102 0.0917 1.1353
H -1.3263 -1.4327 -1.6926
H -2.0278 0.8867 -2.1700
H -0.8785 0.2726 -3.3552
H -0.2510 1.2655 -2.0375
*
```



Q: Which of these has the lowest relative energy (zero: lowest compared OMol25 entry of this formula, charge and spin)?
A: C27H27Cl2O4PPdSTe